Formula: CH3Br3P
Source: the Open Molecules 2025 dataset
Level of theory: ωB97M-V with the def2-TZVPD basis set

As for the gap between HOMO and LUMO: 7.046 eV. Its total energy is -220493.614 eV. For the LUMO energy, the calculation gives -0.284 Ha. The calculation puts the energy above the lowest of the compared OMol25 structures with the same formula, charge and spin at 52.4 kcal/mol. The net charge is +1.

```
8
CH3Br3P, DFT ωB97M-V with the def2-TZVPD basis set
C 0.869 -0.397 1.651
P -1.283 -0.123 -2.574
Br -2.782 0.708 -1.194
Br 0.564 -0.726 -0.351
Br 0.094 1.610 -3.136
H -0.039 -0.826 1.994
H 0.780 0.603 1.646
H 1.797 -0.850 1.964
```

These are the natural (NBO) partial charges, in e, on atoms 1 to 6: atom 1 (C): -0.460, atom 2 (P): 0.822, atom 3 (Br): -0.001, atom 4 (Br): -0.038, atom 5 (Br): -0.016, atom 6 (H): 0.228

=====

Formula: CH3BrFOP
Source: the Open Molecules 2025 dataset
Level of theory: ωB97M-V with the def2-TZVPD basis set

As for the gap between HOMO and LUMO (alpha / beta): 7.495 / 7.818 eV. Its total energy is -85177.056 eV. For the LUMO energy (alpha / beta), the calculation gives -0.103 / -0.092 Ha. The calculation puts the energy above the lowest of the compared OMol25 structures with the same formula, charge and spin at 169.9 kcal/mol.

```
8
CH3BrFOP, DFT ωB97M-V with the def2-TZVPD basis set
C 0.034 0.033 -0.278
O -1.722 3.010 -2.136
F -0.666 -0.189 -2.623
P 0.108 0.953 -1.781
Br 2.097 0.722 -2.521
H 0.642 0.469 0.472
H -1.039 0.046 -0.020
H 0.420 -0.950 -0.700
```

These are the natural (NBO) partial charges, in e, on atoms 1 to 6: atom 1 (C): -1.019, atom 2 (O): -0.356, atom 3 (F): -0.573, atom 4 (P): 1.318, atom 5 (Br): -0.158, atom 6 (H): 0.255

=====

Formula: CH3BrN4
Source: the Open Molecules 2025 dataset
Level of theory: ωB97M-V with the def2-TZVPD basis set

As for the gap between HOMO and LUMO: 9.650 eV. Its SMILES is BrN1CN=NN1. Its total energy is -77083.865 eV. For the LUMO energy, the calculation gives 0.003 Ha. The calculation puts the energy above the lowest of the compared OMol25 structures with the same formula, charge and spin at 27.7 kcal/mol.

```
9
CH3BrN4, DFT ωB97M-V with the def2-TZVPD basis set
Br -0.749 -0.082 2.277
N 0.177 -0.523 0.664
C 0.803 0.560 0.074
N -0.094 1.054 -1.048
N -0.902 0.170 -1.255
N -1.056 -0.805 -0.441
H 1.922 0.206 -0.298
H 1.000 1.273 0.829
H -1.101 -1.852 -0.802
```

These are the natural (NBO) partial charges, in e, on atoms 1 to 6: atom 1 (Br): 0.152, atom 2 (N): -0.375, atom 3 (C): -0.197, atom 4 (N): -0.173, atom 5 (N): 0.043, atom 6 (N): -0.302

=====

Formula: CH3BrO
Source: the Open Molecules 2025 dataset
Level of theory: ωB97M-V with the def2-TZVPD basis set

As for the gap between HOMO and LUMO: 9.167 eV. Its total energy is -73171.725 eV. For the LUMO energy, the calculation gives 0.013 Ha. The calculation puts the energy above the lowest of the compared OMol25 structures with the same formula, charge and spin at 78.2 kcal/mol.

```
6
CH3BrO, DFT ωB97M-V with the def2-TZVPD basis set
C 1.942 -0.466 0.285
O 1.381 -0.778 -0.700
Br 3.779 0.046 0.107
H 1.689 1.882 2.106
H 2.181 1.359 2.391
H 1.731 -1.015 -1.565
```

Per-atom natural (NBO) charges, elementary charge units: atom 1 (C): 0.232, atom 2 (O): -0.622, atom 3 (Br): -0.104, atom 4 (H): -0.008, atom 5 (H): 0.007, atom 6 (H): 0.495